# 1
# C2H6CsO

C2H6CsO as an isolated structure (the ωB97M-V functional and the def2-TZVPD basis, the Open Molecules 2025 dataset).

Geometry as XYZ:
```
10
Properties=species:S:1:pos:R:3
Cs -3.180 -1.885 -0.151
C 0.906 0.084 0.708
C 0.320 0.226 -0.675
O -1.071 0.167 -0.578
H 0.513 -0.849 1.111
H 0.613 0.926 1.335
H 1.975 -0.115 0.788
H 0.659 -0.663 -1.207
H 0.631 1.137 -1.188
H -1.365 0.972 -0.144
```

Properties
relative energy (zero: lowest compared OMol25 entry of this formula, charge and spin)	8.7	kcal per mole
net charge	+2
HOMO energy (spin up / spin down)	-22.316 / -22.141	eV
electronic energy	-4746.6501	eV
multiplicity	2


# 2
# C2H6DyO2

C2H6DyO2 as an isolated structure (the ωB97M-V functional and the def2-TZVPD basis, the Open Molecules 2025 dataset).

Geometry as XYZ:
```
11
Properties=species:S:1:pos:R:3
O 1.974 0.472 -1.205
O 0.376 2.534 -0.090
H -0.576 2.592 -0.242
Dy 1.177 0.469 0.866
H 1.559 0.262 -2.042
C 1.102 3.118 -1.146
C 2.346 3.788 -0.697
H 0.456 3.569 -1.902
H 2.322 4.054 0.375
H 3.205 3.099 -0.760
H 2.518 4.683 -1.306
```

Properties
relative energy (zero: lowest compared OMol25 entry of this formula, charge and spin)	33.9	kcal per mole
net charge	+2
HOMO energy (spin up / spin down)	-17.612 / -18.887	eV
electronic energy	-30329.6353	eV
multiplicity	7


# 3
# C2H6F2N2O2

A 3-piece molecular cluster, C2H6F2N2O2 overall (the ωB97M-V functional and the def2-TZVPD basis, the Open Molecules 2025 dataset).

Geometry as XYZ:
```
14
Properties=species:S:1:pos:R:3
C 3.766 0.549 -0.126
C -1.187 1.274 -0.044
N 4.239 0.474 1.128
N -3.673 -0.666 0.075
O 2.919 1.295 -0.471
O -0.378 2.181 -0.384
F 4.405 -0.180 -1.025
F -0.472 0.085 0.222
H 4.976 -0.202 1.332
H 3.607 0.751 1.916
H -3.042 -0.123 -0.521
H -3.248 -1.613 -0.018
H -3.778 -0.258 1.007
H 0.616 2.145 -0.403
```

Properties
relative energy (zero: lowest compared OMol25 entry of this formula, charge and spin)	53.0	kcal per mole
net charge	0
HOMO energy	-9.094	eV
electronic energy	-14679.9774	eV


# 4
# C2H6FHfNPS

C2H6FHfNPS as an isolated structure (the ωB97M-V functional and the def2-TZVPD basis, the Open Molecules 2025 dataset).

Geometry as XYZ:
```
13
Properties=species:S:1:pos:R:3
C -0.825 -0.597 -1.149
C -0.795 0.884 -0.446
F -0.035 1.785 -1.352
N -0.340 0.902 0.996
P 1.269 0.162 1.212
S 2.564 1.558 1.770
H -0.012 -0.676 -2.008
H -0.721 -1.501 -0.397
H -1.875 -0.675 -1.711
H -1.916 1.290 -0.450
H 1.789 -0.492 0.023
H 1.134 -0.773 2.338
Hf -0.237 -1.865 1.174
```

Properties
net charge	+3
HOMO energy	-22.414	eV
electronic energy	-27762.9250	eV


# 5
# C2H6FN

One molecule with the formula C2H6FN (the ωB97M-V functional and the def2-TZVPD basis, the Open Molecules 2025 dataset).

Geometry as XYZ:
```
10
Properties=species:S:1:pos:R:3
N -1.126 -0.681 -0.208
C -0.363 0.447 0.312
C 1.015 0.373 -0.239
F 1.464 -0.919 0.177
H -0.594 -1.533 -0.072
H -2.035 -0.892 0.114
H -0.278 0.461 1.387
H -0.862 1.355 -0.168
H 1.777 1.089 0.031
H 1.002 0.300 -1.332
```

Properties
relative energy (zero: lowest compared OMol25 entry of this formula, charge and spin)	7.0	kcal per mole
net charge	0
HOMO energy	-9.371	eV
electronic energy	-6378.3528	eV
SMILES	NCCF


# 6
# C2H6FNO2

A 2-piece molecular cluster, C2H6FNO2 overall (the ωB97M-V functional and the def2-TZVPD basis, the Open Molecules 2025 dataset).

Geometry as XYZ:
```
12
Properties=species:S:1:pos:R:3
C 1.820 -1.307 -0.009
C -1.276 1.459 -0.432
N 0.282 0.116 0.666
O -2.340 1.391 0.335
O 0.734 -0.509 -0.514
F -0.658 -0.785 1.253
H 1.823 -2.071 -0.799
H 1.550 -1.833 0.873
H 2.846 -0.734 0.191
H -1.243 1.186 -1.447
H -0.456 2.154 -0.087
H -3.082 0.931 -0.030
```

Properties
relative energy (zero: lowest compared OMol25 entry of this formula, charge and spin)	92.8	kcal per mole
net charge	0
HOMO energy (spin up / spin down)	-7.672 / -8.775	eV
electronic energy	-10467.0524	eV


# 7
# C2H6FO2P

One molecule with the formula C2H6FO2P (the ωB97M-V functional and the def2-TZVPD basis, the Open Molecules 2025 dataset).

Geometry as XYZ:
```
12
Properties=species:S:1:pos:R:3
C -1.468 0.489 -0.755
C -0.874 -0.237 0.460
O 0.295 -0.914 0.438
P 1.827 0.247 -0.463
O 2.931 -0.883 -0.191
F 2.056 1.309 0.814
H -0.869 1.335 -1.111
H -1.716 -0.342 -1.572
H -2.424 0.777 -0.331
H -1.596 -1.079 0.798
H -0.815 0.536 1.236
H 2.654 -1.237 0.676
```

Properties
relative energy (zero: lowest compared OMol25 entry of this formula, charge and spin)	46.3	kcal per mole
net charge	0
HOMO energy	-9.733	eV
electronic energy	-18272.4963	eV
SMILES	CCOP(O)F


# 8
# C2H6I2Si2

One molecule with the formula C2H6I2Si2 (the ωB97M-V functional and the def2-TZVPD basis, the Open Molecules 2025 dataset).

Geometry as XYZ:
```
12
Properties=species:S:1:pos:R:3
C -0.238 -0.699 -1.218
C -0.138 0.961 0.919
Si -1.068 -0.653 0.535
Si 0.944 0.785 -0.670
I -0.581 -2.662 1.739
I 3.295 -0.059 -0.289
H 0.146 -1.495 -1.705
H -0.967 -0.362 -1.921
H -0.677 1.795 1.086
H 0.496 0.746 1.883
H -2.502 -0.462 0.893
H 1.289 2.105 -1.253
```

Properties
relative energy (zero: lowest compared OMol25 entry of this formula, charge and spin)	1.9	kcal per mole
net charge	0
HOMO energy	-9.419	eV
electronic energy	-34129.2208	eV


# 9
# C2H6IN2O

An isolated ion of composition C2H6IN2O and charge +1 (the ωB97M-V functional and the def2-TZVPD basis, the Open Molecules 2025 dataset).

Geometry as XYZ:
```
12
Properties=species:S:1:pos:R:3
N -0.970 -0.976 -0.177
C 0.013 -0.177 0.230
C 0.043 0.561 1.509
I 1.235 -0.444 2.922
N 0.956 0.051 -0.640
O 1.031 -0.689 -1.832
H -1.812 -1.063 0.351
H -0.853 -1.447 -0.993
H -1.013 0.724 1.872
H 0.412 1.567 1.286
H 1.593 0.682 -0.305
H 0.913 -0.150 -2.535
```

Properties
relative energy (zero: lowest compared OMol25 entry of this formula, charge and spin)	26.1	kcal per mole
net charge	+1
HOMO energy	-13.855	eV
electronic energy	-15291.1639	eV
SMILES	[NH2+]=C(CI)NO


# 10
# C2H6IN2O

An isolated ion of composition C2H6IN2O and charge +1 (the ωB97M-V functional and the def2-TZVPD basis, the Open Molecules 2025 dataset).

Geometry as XYZ:
```
12
Properties=species:S:1:pos:R:3
N -1.178 0.703 0.363
C -0.327 -0.317 0.027
N 1.227 -0.067 -0.186
O 1.540 0.585 -1.360
C 2.194 -0.430 0.553
I 4.119 0.015 0.042
H -0.939 1.172 1.224
H -1.787 1.243 -0.373
H -0.257 -1.083 0.786
H -0.579 -0.834 -0.884
H 1.109 0.483 -2.273
H 1.812 -0.893 1.455
```

Properties
relative energy (zero: lowest compared OMol25 entry of this formula, charge and spin)	60.5	kcal per mole
net charge	+1
HOMO energy	-14.353	eV
electronic energy	-15289.6702	eV
SMILES	NC/[N+](O)=C/I


# 11
# C2H6IN2O2

C2H6IN2O2 as an isolated structure (the ωB97M-V functional and the def2-TZVPD basis, the Open Molecules 2025 dataset).

Geometry as XYZ:
```
13
Properties=species:S:1:pos:R:3
C 0.648 0.537 0.696
C -0.577 0.033 -0.143
N 1.218 1.715 0.307
N -0.679 -1.440 0.297
O 0.998 -0.253 1.554
O -0.143 0.232 -1.391
I -1.473 -0.359 -2.873
H -1.367 0.625 0.229
H 0.955 2.163 -0.572
H 2.043 1.977 0.809
H -0.238 -1.994 -0.441
H -1.579 -1.830 0.393
H 0.196 -1.404 1.135
```

Properties
relative energy (zero: lowest compared OMol25 entry of this formula, charge and spin)	23.0	kcal per mole
net charge	+1
HOMO energy	-14.201	eV
electronic energy	-17339.2833	eV


# 12
# C2H6IN3S

One molecule with the formula C2H6IN3S (the ωB97M-V functional and the def2-TZVPD basis, the Open Molecules 2025 dataset).

Geometry as XYZ:
```
13
Properties=species:S:1:pos:R:3
C -2.352 -0.228 -0.507
C 0.065 0.467 0.750
N 1.537 -1.342 0.659
N 0.360 -0.718 0.361
N 2.046 1.161 -0.947
S -1.524 1.046 0.451
I 3.181 -0.124 -0.202
H -2.935 0.296 -1.368
H -3.008 -0.507 0.281
H -1.529 -0.807 -0.833
H 0.690 0.981 1.553
H 1.611 -2.087 -0.071
H 1.860 1.863 -0.128
```

Properties
relative energy (zero: lowest compared OMol25 entry of this formula, charge and spin)	130.5	kcal per mole
net charge	0
HOMO energy	-8.157	eV
electronic energy	-25571.6954	eV


# 13
# C2H6IN4

A 2-piece molecular cluster, C2H6IN4 overall (the ωB97M-V functional and the def2-TZVPD basis, the Open Molecules 2025 dataset).

Geometry as XYZ:
```
13
Properties=species:S:1:pos:R:3
C -1.549 0.391 -0.195
C -1.539 -1.113 -0.047
N -2.529 1.134 -0.212
N -0.136 0.679 -0.272
N -0.172 -1.478 0.033
N 0.518 -0.464 -0.100
I 4.520 0.189 0.232
H -2.082 -1.478 0.833
H -2.004 -1.631 -0.898
H -2.434 2.134 -0.314
H 0.317 1.579 -0.358
H 1.549 -0.497 -0.070
H 5.540 0.554 1.368
```

Properties
relative energy (zero: lowest compared OMol25 entry of this formula, charge and spin)	1.7	kcal per mole
net charge	+1
HOMO energy	-13.546	eV
electronic energy	-16222.6766	eV


# 14
# C2H6INS

One molecule with the formula C2H6INS (the ωB97M-V functional and the def2-TZVPD basis, the Open Molecules 2025 dataset).

Geometry as XYZ:
```
11
Properties=species:S:1:pos:R:3
C -0.307 2.006 0.153
C -0.291 -2.048 -0.234
N -0.506 0.715 -0.384
S 0.217 -0.522 0.632
I 2.850 -0.804 0.116
H 0.244 2.088 1.009
H -1.206 2.523 0.421
H 0.111 2.762 -0.731
H 0.248 -2.002 -1.113
H -1.357 -1.883 -0.375
H -0.003 -2.836 0.507
```

Properties
relative energy (zero: lowest compared OMol25 entry of this formula, charge and spin)	15.1	kcal per mole
net charge	0
HOMO energy (spin up / spin down)	-8.184 / -8.880	eV
electronic energy	-22594.7166	eV


# 15
# C2H6IO2P

One molecule with the formula C2H6IO2P (the ωB97M-V functional and the def2-TZVPD basis, the Open Molecules 2025 dataset).

Geometry as XYZ:
```
12
Properties=species:S:1:pos:R:3
C 0.902 0.082 -0.455
C -0.291 0.046 0.513
O -1.362 -2.304 -0.807
O -1.484 -1.235 -3.319
P -1.582 -0.956 -0.291
I -2.218 0.147 -2.420
H 1.782 -0.628 -0.140
H 0.499 -0.626 -1.232
H 1.388 1.064 -0.732
H -0.728 1.012 0.755
H 0.137 -0.387 1.472
H -2.607 -0.730 0.516
```

Properties
relative energy (zero: lowest compared OMol25 entry of this formula, charge and spin)	112.9	kcal per mole
net charge	0
HOMO energy	-8.703	eV
electronic energy	-23652.0767	eV


# 16
# C2H6IOP

C2H6IOP as an isolated structure (the ωB97M-V functional and the def2-TZVPD basis, the Open Molecules 2025 dataset).

Geometry as XYZ:
```
11
Properties=species:S:1:pos:R:3
C -0.922 -0.978 -0.053
C -0.360 0.284 -0.574
O 1.330 2.255 -0.122
P 0.998 0.892 0.372
I 2.822 -0.657 0.191
H -1.919 -0.890 -0.286
H -0.538 -1.915 -0.487
H -0.630 -1.065 1.019
H -1.025 1.193 -0.554
H -0.165 0.220 -1.628
H 0.409 0.661 2.123
```

Properties
relative energy (zero: lowest compared OMol25 entry of this formula, charge and spin)	34.4	kcal per mole
net charge	0
HOMO energy	-10.111	eV
electronic energy	-21607.6708	eV


# 17
# C2H6IOP

A 2-piece molecular cluster, C2H6IOP overall (the ωB97M-V functional and the def2-TZVPD basis, the Open Molecules 2025 dataset).

Geometry as XYZ:
```
11
Properties=species:S:1:pos:R:3
C 1.151 -0.687 -0.113
C 0.235 0.118 0.783
O -1.565 2.187 0.125
P -1.129 0.849 -0.227
I -2.947 -0.762 -0.202
H 1.563 -0.048 -0.893
H 1.974 -1.113 0.458
H 0.600 -1.495 -0.589
H 0.756 0.952 1.262
H -0.217 -0.507 1.558
H -0.422 0.506 -2.161
```

Properties
relative energy (zero: lowest compared OMol25 entry of this formula, charge and spin)	41.5	kcal per mole
net charge	0
HOMO energy	-9.773	eV
electronic energy	-21607.3615	eV


# 18
# C2H6IOPS

One molecule with the formula C2H6IOPS (the ωB97M-V functional and the def2-TZVPD basis, the Open Molecules 2025 dataset).

Geometry as XYZ:
```
12
Properties=species:S:1:pos:R:3
C -0.218 1.272 -0.839
C -0.140 0.608 0.604
O -0.854 -1.792 1.573
P -0.473 -1.102 0.321
S 2.611 -1.583 1.304
I 1.558 -2.247 -0.693
H -1.270 1.125 -1.081
H -0.012 2.327 -0.842
H 0.402 0.749 -1.621
H -1.060 0.992 1.132
H 0.945 0.682 0.827
H -1.489 -1.032 -0.684
```

Properties
relative energy (zero: lowest compared OMol25 entry of this formula, charge and spin)	6.0	kcal per mole
net charge	0
HOMO energy	-8.242	eV
electronic energy	-32441.7680	eV


# 19
# C2H6IOS

C2H6IOS as an isolated structure (the ωB97M-V functional and the def2-TZVPD basis, the Open Molecules 2025 dataset).

Geometry as XYZ:
```
11
Properties=species:S:1:pos:R:3
C -0.994 -0.037 -1.344
C 1.577 0.645 0.918
O -0.005 -2.062 0.191
S -0.274 -0.688 0.274
I -2.115 -0.398 1.876
H -1.729 -0.701 -1.542
H -0.324 -0.080 -2.193
H -1.122 0.979 -0.978
H 1.075 1.589 0.718
H 2.188 0.304 0.133
H 1.723 0.450 1.946
```

Properties
relative energy (zero: lowest compared OMol25 entry of this formula, charge and spin)	41.1	kcal per mole
net charge	+1
HOMO energy	-14.774	eV
electronic energy	-23144.1708	eV


# 20
# C2H6IPS

A 2-piece molecular cluster, C2H6IPS overall (the ωB97M-V functional and the def2-TZVPD basis, the Open Molecules 2025 dataset).

Geometry as XYZ:
```
11
Properties=species:S:1:pos:R:3
C 0.277 0.100 1.448
C 0.210 -0.415 -1.400
P -0.824 0.252 -0.012
S 0.109 2.963 -0.085
I -2.545 -1.435 0.321
H 0.595 -0.935 1.425
H 1.031 0.714 1.136
H -0.104 0.337 2.369
H 0.916 -1.336 -1.206
H -0.467 -0.739 -2.132
H 0.803 0.494 -1.864
```

Properties
relative energy (zero: lowest compared OMol25 entry of this formula, charge and spin)	73.0	kcal per mole
net charge	0
HOMO energy (spin up / spin down)	-8.540 / -9.008	eV
electronic energy	-30393.4284	eV